Version P
C2H13N3O3 as an isolated structure, computed with wB97M-V/def2-TZVPD.

Each line ends with the Löwdin charge.
Cartesian coordinates (Å):
H -0.25675 0.61448 0.35093  0.02
O -0.95317 0.70497 1.30183  -0.23
N 0.45911 0.53634 -0.74363  0.08
H -0.88141 -0.14428 1.78126  0.05
H -0.01868 0.63102 -1.64748  0.08
C 1.22748 -0.55986 -0.69285  -0.50
N 0.88499 -1.78657 -1.16367  -0.01
H 1.66514 -2.49709 -1.30392  0.17
N 2.27445 -0.50794 0.15036  0.17
H 2.75687 -1.19531 0.70567  0.11
H 2.65638 0.37695 0.44644  0.12
C -0.19490 -1.91486 -2.08684  -0.12
H -0.51512 -3.04183 -2.13592  0.12
H -1.17713 -1.55159 -1.83026  0.08
H 0.04959 -1.58682 -3.11811  0.09
O 0.69081 2.13955 2.84330  -0.12
H -0.00050 1.66488 2.30702  -0.03
H 0.55485 3.03043 2.51247  0.02
O -3.38721 1.90272 0.95353  -0.11
H -2.59838 1.45487 1.35240  -0.01
H -3.23644 1.72994 0.01746  0.01

Computed properties:
Multiplicity: 1
HOMO energy (Ha): -0.3607
Lowest unoccupied orbital energy (eV): 0.2


Version Q
A 4-piece molecular cluster, C2H13N3O3 overall, computed with wB97M-V/def2-TZVPD.

Each line ends with the Löwdin charge.
Cartesian coordinates (Å):
H 0.64455 -2.09928 -3.18562  0.06
N 0.72999 -1.40946 -2.46039  0.15
C -0.19281 -0.93605 -1.77815  -0.52
N -1.32302 -1.76940 -1.31357  0.07
N -0.10570 0.27858 -1.04181  -0.05
C 1.25087 0.81905 -0.97896  -0.14
H -2.18530 -1.44651 -1.73836  0.06
H -1.47036 -1.70507 -0.31204  0.04
H -0.79172 0.94054 -1.36903  0.13
H 2.07977 0.24480 -0.52458  0.09
H 1.62608 1.08699 -1.97763  0.07
H 1.17171 1.75529 -0.41729  0.06
O -0.02849 -1.18944 1.68787  -0.06
H 0.38231 -2.02629 1.91087  0.06
H 0.20045 -0.73744 0.87273  0.00
O -2.12048 0.47752 1.76291  -0.09
H -1.37327 0.09286 2.22950  -0.01
H -3.00853 0.37693 2.14182  0.04
O 1.72477 2.42020 1.86442  -0.06
H 0.96850 2.99633 2.01183  0.04
H 1.82069 1.82987 2.61550  0.04

Computed properties:
Multiplicity: 1
Structure (SMILES): [H]/N=C(\N)NC.O.O.O
HOMO energy (Ha): -0.3261
Lowest unoccupied orbital energy (eV): 0.6


Most stable structure - version P; separation to the second - 0.580 eV.